(1)
22
Properties=species:S:1:pos:R:3:lowdin_charge:R:1 method="wB97M-V/def2-TZVPD" relative_energy_kj_mol=157.85 smiles="COC[C@@]1(C)CC(=O)O1.O" homo_lumo_gap_ev=10.810 charge=0 total_energy_ev=-14605.57613
C 2.350 -0.324 0.613 -0.09
O 2.002 -0.006 -0.714 -0.18
C 0.679 -0.292 -1.069 -0.17
C -0.371 0.665 -0.517 -0.39
C 0.051 2.114 -0.614 0.00
C -1.790 0.330 -1.019 0.01
C -2.114 0.093 0.438 -0.49
O -2.934 -0.560 1.034 0.11
O -0.901 0.410 0.907 0.07
H 1.822 0.302 1.350 0.10
H 2.145 -1.390 0.814 0.09
H 3.427 -0.151 0.718 0.09
H 0.637 -0.220 -2.166 0.15
H 0.401 -1.326 -0.805 0.14
H 0.271 2.365 -1.661 0.10
H -0.748 2.786 -0.275 0.10
H 0.950 2.295 -0.011 0.09
H -2.344 1.160 -1.472 0.13
H -1.872 -0.571 -1.638 0.13
O -0.470 -2.241 2.263 -0.07
H 0.156 -2.881 1.912 0.02
H -1.347 -2.559 1.913 0.06

---

(2)
20
Properties=species:S:1:pos:R:3:lowdin_charge:R:1 method="wB97M-V/def2-TZVPD" relative_energy_kj_mol=317.57 homo_lumo_gap_ev=8.843 charge=0 total_energy_ev=-16339.13207
C 0.247 -2.095 2.312 0.01
C -0.041 -1.658 1.262 -0.22
C 1.801 1.449 -1.513 -0.21
C -1.582 1.016 1.351 -0.18
C 1.771 0.064 -0.840 -0.23
C -1.884 0.285 0.014 -0.33
O -0.896 -1.904 -1.631 -0.20
Si -0.483 -0.925 -0.419 0.57
H 0.678 -2.337 3.305 0.05
H 1.639 1.275 -2.593 0.06
H 1.311 2.175 -0.880 0.05
H 2.914 1.647 -1.618 0.07
H -1.281 0.404 2.201 0.05
H -0.719 1.596 1.072 0.04
H -2.335 1.757 1.682 0.08
H 2.076 0.025 0.199 0.01
H 2.372 -0.679 -1.479 0.06
H -2.127 1.043 -0.766 0.07
H -2.974 -0.280 0.012 0.12
H -0.488 -2.859 -1.672 0.13

---

(3)
20
Properties=species:S:1:pos:R:3:lowdin_charge:R:1 method="wB97M-V/def2-TZVPD" relative_energy_kj_mol=340.96 smiles=[SiH3][C@@]12CCCC[C@@H]1O2 homo_lumo_gap_ev=10.266 charge=0 total_energy_ev=-16338.88967
Si 0.539 2.779 -0.400 0.74
C 0.423 0.869 0.038 -0.64
C -0.710 0.364 0.849 -0.14
C -0.662 -1.278 1.014 -0.19
C -0.589 -1.877 -0.329 -0.21
C 0.906 -1.607 -0.766 -0.12
C 1.125 -0.105 -0.774 -0.27
O 1.701 0.470 0.427 -0.05
H 0.104 2.634 -1.805 -0.08
H 1.958 3.396 -0.452 -0.06
H -0.311 3.489 0.689 -0.05
H -1.662 0.684 0.335 0.13
H -0.622 0.875 1.824 0.11
H -1.550 -1.612 1.535 0.09
H 0.249 -1.577 1.662 0.14
H -0.725 -2.902 -0.200 0.09
H -1.298 -1.251 -0.975 0.15
H 1.461 -2.121 -0.046 0.09
H 1.031 -2.031 -1.852 0.14
H 1.496 0.238 -1.750 0.13

---

(4)
19
Properties=species:S:1:pos:R:3:lowdin_charge:R:1 method="wB97M-V/def2-TZVPD" relative_energy_kj_mol=119.89 smiles="C=CC=C.CSC" homo_lumo_gap_ev=9.401 charge=0 total_energy_ev=-17250.35868
C -1.043 -2.730 0.959 0.00
C -1.181 -1.404 0.996 -0.22
C -0.683 -0.612 2.126 -0.21
C -1.006 0.667 2.312 0.00
H -0.599 -3.261 1.791 0.06
H -1.438 -3.290 0.122 0.05
H -1.610 -0.852 0.171 0.09
H -0.019 -1.125 2.812 0.10
H -0.659 1.224 3.167 0.05
H -1.655 1.198 1.626 0.06
C 1.582 1.220 -0.499 -0.42
S 1.015 -0.085 -1.643 0.71
C 0.612 1.002 -3.043 -0.43
H 0.750 1.888 -0.286 0.03
H 2.358 1.783 -1.017 0.03
H 1.971 0.775 0.406 0.02
H 0.379 0.347 -3.879 0.02
H -0.243 1.635 -2.819 0.03
H 1.470 1.620 -3.301 0.03

---

(5)
19
Properties=species:S:1:pos:R:3:lowdin_charge:R:1 method="wB97M-V/def2-TZVPD" relative_energy_kj_mol=556.71 homo_lumo_gap_ev="7.426 / 6.704" charge=0 total_energy_ev=-14288.39566
C -0.489 -3.049 0.260 0.00
C -0.330 -0.638 -2.165 -0.04
C 0.361 -2.401 -0.566 -0.26
C 0.126 -1.091 -1.023 -0.19
C -0.946 2.034 0.321 -0.25
C 0.386 2.373 0.936 -0.44
Si 1.310 0.672 1.285 0.81
H -0.222 -4.072 0.552 0.05
H -1.390 -2.700 0.664 0.04
H -0.256 0.429 -2.290 0.03
H -0.994 -1.133 -2.868 0.07
H 1.286 -2.909 -0.974 0.12
H -1.690 1.658 1.096 0.09
H -1.371 2.991 -0.085 0.08
H -0.862 1.296 -0.468 0.00
H 0.071 3.018 1.831 0.09
H 1.136 2.683 0.201 0.04
H 2.710 0.751 0.728 -0.10
H 1.165 0.088 2.565 -0.14

---

(6)
22
Properties=species:S:1:pos:R:3:lowdin_charge:R:1 method="wB97M-V/def2-TZVPD" relative_energy_kj_mol=0.00 homo_lumo_gap_ev=7.053 charge=0 total_energy_ev=-37921.90088
C 0.545 2.627 2.177 -0.10
C -0.346 2.843 1.140 -0.11
C 0.915 1.324 2.505 -0.09
C -1.004 1.770 0.553 -0.11
C 0.279 0.284 1.869 -0.19
C -0.684 0.403 0.905 -0.44
Si -0.275 -2.256 -1.160 0.23
Si -1.646 -0.999 0.198 0.49
Si 1.141 -0.914 -2.316 0.06
Si 2.455 0.021 -0.730 0.50
H 1.068 3.431 2.651 0.09
H -0.703 3.925 0.790 0.15
H 1.240 1.175 3.537 0.11
H -1.666 2.065 -0.236 0.08
H 0.391 -0.645 2.283 0.08
H 0.674 -3.058 -0.355 -0.10
H -1.372 -3.162 -1.695 -0.10
H -2.825 -0.153 -0.224 -0.03
H -2.212 -1.672 1.336 -0.07
H 2.303 -1.290 -2.977 -0.17
H -0.040 -0.328 -3.390 -0.06
H 2.603 1.468 -0.845 -0.23

---

(7)
23
Properties=species:S:1:pos:R:3:lowdin_charge:R:1 method="wB97M-V/def2-TZVPD" relative_energy_kj_mol=43.34 homo_lumo_gap_ev="9.120 / 7.704" s2=0.758 spin_multiplicity=2 charge=+1 total_energy_ev=-16563.20200
H 3.342 -0.339 1.412 0.10
C 2.405 -0.608 1.916 -0.06
H 2.327 1.806 0.998 0.15
H 2.440 -0.271 2.961 0.11
H 2.252 -1.689 1.859 0.10
C 1.329 1.447 1.288 -0.17
H 1.111 1.777 2.314 0.14
O 1.312 0.013 1.245 -0.35
C 0.289 1.936 0.305 -0.21
H 0.190 3.029 0.391 0.14
H 0.620 1.688 -0.717 0.14
O -0.941 1.289 0.578 -0.27
C -1.872 0.691 -0.716 -0.04
H -1.641 1.485 -1.439 0.14
O -0.531 -0.594 -2.205 -0.14
C -1.489 -0.652 -1.183 -0.20
C 0.012 -1.840 -2.556 -0.08
H 0.414 -2.365 -1.670 0.09
H 0.827 -1.660 -3.268 0.11
H -2.345 -1.284 -1.466 0.14
H -0.744 -2.496 -3.020 0.11
Ag -0.562 -0.715 0.900 0.93
H -2.893 0.726 -0.320 0.13

---

(8)
23
Properties=species:S:1:pos:R:3:lowdin_charge:R:1 method="wB97M-V/def2-TZVPD" smiles="CCN(CCBCl)C(C)=O" homo_lumo_gap_ev=9.714 charge=0 total_energy_ev=-23169.59626
C 0.262 2.083 -1.655 -0.08
C 0.673 0.608 -1.572 -0.21
N 0.088 -0.063 -0.391 -0.11
C 1.031 -0.792 0.465 -0.18
C 1.057 -0.231 1.923 -0.19
B 0.749 -1.338 2.969 -0.65
Cl -0.578 -1.195 4.104 0.64
C -1.056 -0.861 -0.745 -0.47
C -2.377 -0.139 -0.670 0.01
O -0.959 -2.019 -1.093 0.10
H 0.355 2.534 -0.662 0.07
H -0.791 2.159 -1.944 0.06
H 0.875 2.633 -2.371 0.07
H 0.345 0.090 -2.484 0.12
H 1.760 0.519 -1.520 0.11
H 0.768 -1.854 0.467 0.11
H 2.036 -0.737 0.041 0.11
H 2.059 0.160 2.142 0.10
H 0.355 0.607 1.984 0.09
H 1.392 -2.339 3.014 0.04
H -2.468 0.491 -1.564 0.08
H -2.378 0.535 0.190 0.09
H -3.199 -0.851 -0.631 0.09

---

(9)
28
Properties=species:S:1:pos:R:3:lowdin_charge:R:1 method="wB97M-V/def2-TZVPD" smiles="CB(O)OC(=O)N(COC(C)=O)P(C)O" homo_lumo_gap_ev=8.382 charge=0 total_energy_ev=-30172.98563
C -2.118 -1.782 2.133 -0.02
B -2.260 -1.277 0.609 -0.50
O -3.517 -0.602 0.271 0.07
O -1.300 -1.351 -0.458 0.13
C 0.029 -1.610 -0.051 -0.43
O 0.279 -2.766 0.401 0.09
N 1.189 -0.731 -0.216 -0.19
C 1.521 -0.480 -1.660 -0.19
O 1.816 0.906 -1.954 -0.11
C 0.775 1.517 -2.716 -0.39
C -0.601 2.046 -2.100 -0.01
O 0.924 1.665 -3.958 0.07
P 1.178 0.729 0.778 0.94
C 2.826 0.632 1.766 -0.24
O -0.020 0.739 1.998 -0.32
H -1.064 -2.063 2.464 0.07
H -2.469 -0.957 2.865 0.09
H -2.783 -2.692 2.391 0.09
H -3.208 0.305 0.015 0.10
H 2.464 -1.081 -1.946 0.16
H 0.681 -0.906 -2.319 0.16
H -0.832 1.617 -1.057 0.04
H -0.525 3.192 -2.002 0.11
H -1.503 1.823 -2.759 0.10
H 3.398 1.585 1.500 0.04
H 3.362 -0.326 1.458 0.05
H 2.554 0.618 2.889 0.05
H -0.796 1.249 1.657 0.05

---

(10)
22
Properties=species:S:1:pos:R:3:lowdin_charge:R:1 method="wB97M-V/def2-TZVPD" relative_energy_kj_mol=308.83 homo_lumo_gap_ev="7.916 / 7.807" charge=0 total_energy_ev=-19988.98909
B -0.222 0.225 -0.157 -0.49
C -2.243 2.102 -0.595 -0.27
C -0.944 2.195 -1.342 -0.26
C -2.068 2.153 0.931 -0.44
C 2.868 -1.364 0.288 -0.15
C 0.816 -3.169 0.709 -0.10
C 1.520 -1.925 0.037 -0.21
O -0.150 1.093 -1.182 -0.02
S -1.221 0.514 1.369 0.83
H -3.003 2.922 -0.883 0.14
H -2.861 1.206 -0.773 0.12
H -1.301 2.449 -2.396 0.14
H -0.237 2.995 -1.201 0.13
H -1.263 2.897 1.372 0.11
H -2.978 2.150 1.493 0.05
H 3.145 -0.992 1.220 0.05
H 3.073 -0.679 -0.511 0.07
H 3.483 -2.222 0.052 0.08
H 1.428 -4.038 0.515 0.06
H 0.728 -3.088 1.799 0.07
H -0.118 -3.302 0.282 0.03
H 1.547 -2.123 -1.025 0.06

---

(11)
24
Properties=species:S:1:pos:R:3:lowdin_charge:R:1 method="wB97M-V/def2-TZVPD" relative_energy_kj_mol=0.00 homo_lumo_gap_ev=9.344 charge=0 total_energy_ev=-53649.95522
C 2.112 1.422 -1.550 -0.12
C -2.255 -2.269 1.357 -0.18
C -0.183 1.896 0.192 -0.13
C 0.943 0.486 -1.769 -0.33
C -0.925 -1.676 0.854 -0.52
C -0.269 0.947 -1.025 -0.74
O -1.680 0.705 -3.502 -0.39
P -1.495 1.540 -2.314 -0.16
S -1.366 -0.741 -0.710 0.82
Cl -0.982 3.421 -2.605 0.41
Cl -3.318 1.917 -1.546 0.34
H 1.949 2.509 -1.707 0.07
H 2.349 1.377 -0.486 0.07
H 3.033 0.995 -2.114 0.11
H -2.011 -2.487 2.452 0.09
H -3.023 -1.421 1.127 0.09
H -2.431 -3.239 0.860 0.07
H -1.165 2.371 0.272 0.04
H 0.122 1.368 1.190 0.12
H 0.517 2.691 -0.093 0.06
H 0.588 0.425 -2.823 0.10
H 1.146 -0.469 -1.227 0.11
H -0.120 -2.416 0.596 0.08
H -0.548 -0.924 1.439 0.01